77
Properties=species:S:1:pos:R:3:mulliken_charge:R:1 method="wB97M-V/def2-TZVPD" lumo_energy_ev=-7.502 charge=+2 orbital_gap_ev=6.10
Y 0.80588 -0.59899 3.07608 1.80
O 0.63948 -0.00036 0.94280 0.10
H 0.45305 -0.14992 -0.00452 -0.09
C -3.69234 1.10452 -1.15081 -0.16
O -3.83950 0.03036 -0.63086 -0.50
N -2.55601 1.62480 -1.66041 0.22
C -2.38106 3.06322 -1.95539 -0.76
C -1.32972 0.88352 -1.53903 -0.80
H -4.49917 1.84409 -1.27027 0.38
H -2.22820 3.60304 -1.02087 0.23
H -3.26711 3.45835 -2.45226 0.30
H -1.55813 3.20327 -2.65630 0.29
H -0.79548 1.20434 -0.64473 0.04
H -1.52022 -0.18182 -1.40915 0.25
H -0.68253 1.02756 -2.40419 0.42
C -1.75706 1.67156 2.50957 0.80
O -1.08043 0.94196 3.29007 -0.80
N -2.79444 2.42977 2.83300 0.10
C -3.61482 3.26120 1.88996 -0.57
C -3.28487 2.67167 4.22323 -1.05
H -1.59689 1.78226 1.42593 -0.15
H -3.27122 3.26000 0.85553 -0.06
H -3.51146 4.26957 2.29071 0.41
H -4.65848 2.94731 1.87172 0.32
H -4.31818 2.40212 4.44167 0.33
H -2.57210 2.28125 4.94962 0.31
H -3.10617 3.73255 4.39844 0.42
C -2.16942 -2.05304 1.44390 0.72
O -1.39355 -1.52406 2.26528 -0.59
N -2.88126 -3.17264 1.67738 0.14
C -3.90694 -3.66359 0.75730 -0.87
C -2.78224 -3.97394 2.89160 -0.92
H -2.35254 -1.61244 0.45166 -0.04
H -3.49128 -4.56844 0.31392 0.36
H -4.02518 -2.91897 -0.02988 0.24
H -4.84997 -3.76608 1.29422 0.35
H -2.22784 -3.45944 3.67647 0.27
H -3.80558 -4.17813 3.20653 0.32
H -2.25125 -4.89773 2.66193 0.31
C 1.85544 2.43928 -1.37904 0.49
O 2.03982 1.93150 -2.45780 -0.63
N 1.91989 3.80539 -1.22657 0.07
C 1.39476 4.45225 -0.06140 -0.93
C 2.14826 4.72434 -2.35873 -0.99
H 1.61785 1.85706 -0.47529 0.06
H 1.01941 3.80024 0.72733 0.20
H 0.63703 5.16419 -0.38864 0.34
H 2.16633 5.04761 0.42680 0.36
H 1.19989 4.85399 -2.88015 0.35
H 2.71339 5.64464 -2.21114 0.35
H 2.77985 4.24904 -3.10925 0.30
C 3.84928 -0.66605 1.08119 0.10
O 3.21494 -0.83948 2.14616 -0.75
N 4.99084 -1.28336 0.67472 0.12
C 5.71337 -2.30298 1.45251 -0.93
C 5.42552 -1.13842 -0.75374 -0.85
H 3.50299 0.03343 0.30465 0.47
H 5.40090 -2.25122 2.49547 0.32
H 6.77944 -2.08961 1.37463 0.32
H 5.45533 -3.26875 1.01801 0.34
H 4.92707 -1.93891 -1.30042 0.38
H 5.19591 -0.23432 -1.31764 0.32
H 6.51053 -1.24119 -0.77071 0.31
C 2.51178 -1.50863 -2.76733 -1.22
C 1.86185 -2.10408 -1.46623 1.00
O 1.30483 -3.43153 -1.59171 -0.42
C 0.21210 -3.66286 -2.37410 0.31
O -0.42997 -2.81586 -3.06837 -0.52
C -0.25086 -5.11746 -2.39074 0.91
F -0.41011 -5.53857 -1.12040 -0.25
F -1.35371 -5.34904 -3.12851 -0.23
F 0.67051 -5.86860 -2.91896 -0.24
H 2.96274 -0.60852 -2.34955 0.28
H 1.79891 -1.21328 -3.53719 0.38
H 3.24540 -2.11893 -3.29406 0.34
H 1.10648 -1.34786 -1.25256 -0.75
H 2.46615 -2.04203 -0.56120 0.24

---

21
Properties=species:S:1:pos:R:3:mulliken_charge:R:1 method="wB97M-V/def2-TZVPD" lumo_energy_ev=0.848 smiles=CNCCNC.O charge=0 orbital_gap_ev=9.63
C 3.30749 -0.61994 -0.18805 -0.86
N 1.96003 -0.36537 0.30975 -0.40
C 0.92520 -0.77315 -0.64755 -0.78
C -0.45064 -0.32118 -0.20355 -0.50
N -0.60363 1.12987 -0.33866 -0.34
C -1.95433 1.57386 -0.60481 -0.81
H 3.29974 -1.60728 -0.65809 0.33
H 4.03382 -0.62385 0.62415 0.28
H 3.65072 0.09591 -0.94739 0.30
H 1.84170 0.63717 0.42124 0.21
H 1.15370 -0.36555 -1.64873 0.35
H 0.93898 -1.85932 -0.74179 0.42
H -1.17343 -0.78418 -0.87799 0.46
H -0.60664 -0.69682 0.81536 0.26
H -0.24206 1.58998 0.48827 0.24
H -1.98772 2.62495 -0.87810 0.32
H -2.34880 1.01307 -1.45099 0.30
H -2.66264 1.39946 0.21511 0.20
H -2.62525 -0.11194 1.69627 0.32
H -3.46541 -0.96142 2.72467 0.31
O -2.99083 -0.97426 1.89090 -0.61

---

113
Properties=species:S:1:pos:R:3:mulliken_charge:R:1 method="wB97M-V/def2-TZVPD" lumo_energy_ev=-0.348 charge=0 orbital_gap_ev=6.19
Sc -0.18897 0.02355 -1.01405 -1.00
F -4.45840 0.86418 -2.29215 -0.25
C -4.69819 0.31529 -1.10997 0.59
F -5.91440 -0.20900 -1.11527 -0.22
F -4.60700 1.23066 -0.16211 -0.18
S -3.47784 -1.04018 -0.74090 1.01
O -2.25672 -0.31901 -0.32101 -0.32
O -4.13101 -1.87043 0.20023 -0.62
N -3.18908 -1.79284 -2.10652 -0.77
S -1.88060 -1.31409 -2.84264 1.29
O -0.64832 -1.79255 -2.17305 -0.41
O -1.81015 0.12495 -2.99084 -0.54
C -2.13725 -2.30553 -4.42183 0.58
F -1.02424 -2.50211 -5.07893 -0.13
F -2.64754 -3.47425 -4.07468 -0.19
F -3.00352 -1.62919 -5.15641 -0.18
N -0.29482 1.11308 1.13687 1.04
C -0.34402 2.51696 1.48256 -0.87
C -0.09102 2.92325 2.78860 -0.67
C -0.18851 4.26337 3.10916 -0.75
C -0.53797 5.20022 2.13916 -0.95
C -0.77929 4.78920 0.84377 0.00
C -0.69285 3.43637 0.50798 -0.03
P -0.73738 2.80494 -1.18371 3.10
C 0.59691 3.85161 -1.86325 1.22
C 1.84412 3.72666 -1.24906 -0.64
C 2.89125 4.55480 -1.60559 -0.81
C 2.70911 5.51099 -2.59952 -0.66
C 1.48024 5.62766 -3.22537 -0.47
C 0.42156 4.80463 -2.85457 -0.98
C -2.26694 3.38399 -1.96009 0.26
C -3.31477 3.93425 -1.22778 -0.99
C -4.47769 4.33362 -1.87304 -0.69
C -4.59551 4.19600 -3.24744 -0.80
C -3.55505 3.64016 -3.98105 -0.86
C -2.40103 3.22355 -3.33990 -0.25
H -1.27629 0.79244 1.22342 -0.68
H 0.11410 0.62599 1.93002 -0.10
H 0.12728 2.18217 3.54707 0.51
H -0.00573 4.58331 4.12647 0.41
H -0.61033 6.24840 2.39683 0.43
H -1.01276 5.51692 0.07537 0.55
H 1.99398 2.98693 -0.46811 0.30
H 3.84961 4.45625 -1.11156 0.41
H 3.52698 6.15999 -2.88451 0.37
H 1.33429 6.36478 -4.00438 0.44
H -0.53804 4.91435 -3.34397 0.47
H -3.24095 4.03435 -0.15304 0.47
H -5.29153 4.75048 -1.29427 0.44
H -5.50145 4.51296 -3.74774 0.40
H -3.64856 3.51574 -5.05215 0.48
H -1.60394 2.76683 -3.91451 -0.01
C -1.58125 -2.93582 1.54493 -1.58
As 0.05531 -1.98833 1.11961 2.43
C 0.58922 -1.45505 2.91667 -1.91
C 1.13743 -3.60613 0.83204 -2.30
C 2.65043 -3.54964 0.55125 3.26
C 3.14049 -5.00172 0.60804 -2.00
C 2.90114 -3.02258 -0.86124 -2.02
As 2.45580 -1.17375 -1.34798 1.09
C 3.97792 -0.09644 -0.77804 -1.16
C 2.96873 -1.40217 -3.20719 -1.51
C 3.34873 -2.69480 1.61410 -1.33
As 5.30779 -2.58120 1.94608 0.44
C 6.19997 -3.27609 0.33838 -1.03
C 5.53652 -4.17753 3.06283 -1.14
H -1.34757 -3.65292 2.33135 0.49
H -1.95209 -3.45430 0.66199 0.52
H -2.31148 -2.21868 1.91172 0.08
H 0.83735 -2.35418 3.48035 0.47
H -0.28215 -0.99019 3.38603 0.34
H 1.45030 -0.78688 2.91504 0.58
H 0.64196 -4.14449 0.01810 0.47
H 0.96714 -4.19172 1.74102 0.71
H 2.56487 -5.62256 -0.08211 0.41
H 3.01427 -5.41172 1.61230 0.46
H 4.19151 -5.08664 0.33481 0.25
H 2.31232 -3.61637 -1.56843 0.64
H 3.94622 -3.15801 -1.14373 0.57
H 4.87981 -0.43362 -1.28719 0.39
H 4.13062 -0.13439 0.29909 0.35
H 3.78098 0.93488 -1.07272 0.22
H 3.84859 -2.04644 -3.21933 0.64
H 3.23499 -0.44126 -3.63921 0.29
H 2.16509 -1.85121 -3.78484 0.37
H 2.97906 -2.99069 2.60163 0.60
H 3.03270 -1.65559 1.49649 -0.38
H 6.05912 -2.60195 -0.50262 0.20
H 5.88557 -4.28025 0.05965 0.30
H 7.26525 -3.29661 0.57033 0.43
H 4.88131 -4.09595 3.92984 0.33
H 6.56592 -4.20524 3.41810 0.42
H 5.31695 -5.10016 2.53017 0.30
C -5.96337 -1.35657 6.40569 -1.24
C -4.60394 -1.53811 5.79473 0.91
C -3.78440 -2.60738 6.14702 -0.90
C -2.57042 -2.67736 5.49092 -0.20
N -2.17942 -1.79919 4.57891 -0.21
C -3.03350 -0.78586 4.29639 0.07
S -2.56052 0.38495 3.11310 -0.21
N -4.23573 -0.64315 4.88951 -0.53
H -6.03654 -1.84186 7.37880 0.35
H -6.72113 -1.79251 5.75111 0.25
H -6.18494 -0.29570 6.50354 0.34
H -4.07822 -3.33589 6.88946 0.35
H -1.87325 -3.48279 5.71155 0.42
Cl 0.36340 2.80326 -5.44289 -0.13
C 1.61702 1.66619 -4.89081 1.26
Cl 2.35225 0.89430 -6.30236 -0.13
Cl 2.86382 2.54853 -4.00715 -0.06
C 0.88120 0.59609 -4.00540 -1.27
O 0.32448 -0.29773 -4.60632 -0.51
O 0.86663 0.85250 -2.75566 1.03

---

20
Properties=species:S:1:pos:R:3:mulliken_charge:R:1 method="wB97M-V/def2-TZVPD" lumo_energy_ev="-6.098 / -9.459" multiplicity=2 s_squared=0.762 charge=+1 orbital_gap_ev="8.37 / 5.01"
C 0.79148 -1.39160 1.79540 -0.61
C 0.45830 0.79005 0.74713 -0.14
N 1.16104 -0.26666 1.06321 0.09
H 1.23731 -2.26105 1.31741 0.25
H -0.27898 -1.68785 1.97622 0.36
H 1.33896 -1.41235 2.74185 0.34
H 0.98097 1.37449 0.04624 0.34
H -0.45422 1.01400 1.14906 0.33
H 0.96517 0.23194 -3.79518 0.28
H 0.20886 -1.04672 -3.84452 0.31
O 1.02043 -0.61779 -4.02635 -0.59
H -3.36085 1.12378 -1.15536 0.31
H -2.82902 1.72254 -0.03104 0.29
O -2.81644 1.78839 -0.95757 -0.59
H 2.75039 -2.83550 -2.01411 0.33
H 1.99928 -2.64454 -0.87781 0.23
O 2.25390 -3.36763 -1.44372 -0.55
H -1.44663 2.69597 3.71983 0.30
H -2.16492 3.69559 3.00748 0.30
O -2.27943 2.88523 3.31042 -0.60

---

24
Properties=species:S:1:pos:R:3:mulliken_charge:R:1 method="wB97M-V/def2-TZVPD" lumo_energy_ev=0.848 smiles=Cc1ccc(O)cc1.CC charge=0 orbital_gap_ev=9.62
C 2.01615 -1.46989 1.30253 -1.48
C 1.48087 1.32948 -1.22832 -0.40
C 1.94822 0.15050 -0.64485 -0.51
C 0.73416 2.21372 -0.49576 0.26
C 1.58039 -0.18320 0.64875 0.68
C 0.40184 1.91986 0.82634 -0.44
C 0.79287 0.70566 1.36979 -0.37
O 0.41214 3.46834 -0.99210 -0.56
H 1.72699 1.59008 -2.25410 0.37
H 2.45846 -0.59359 -1.24423 0.31
H -0.16393 3.38245 -1.75753 0.32
H -0.11413 2.67643 1.39339 0.43
H 2.91846 -1.37135 1.91255 0.32
H 2.35299 -2.17868 0.56377 0.38
H 0.54008 0.59103 2.41813 0.35
H 1.19226 -1.93228 1.83726 0.33
C -2.54394 -1.60224 0.24347 -0.65
C -2.50858 -0.97271 -1.13705 -0.82
H -1.63773 -1.33697 0.77332 0.08
H -3.44882 -1.35457 0.79531 0.30
H -2.48835 -2.69020 0.19343 0.28
H -3.40921 -1.15810 -1.73404 0.34
H -1.67185 -1.29757 -1.74038 0.27
H -2.56933 0.11378 -1.04968 0.21

---

8
Properties=species:S:1:pos:R:3:mulliken_charge:R:1 method="wB97M-V/def2-TZVPD" lumo_energy_ev="-2.825 / -3.735" charge=0 orbital_gap_ev="8.29 / 7.56"
C -0.37271 -1.55521 0.22087 0.62
N -0.48158 -2.71295 0.34127 -0.38
N -0.40563 -0.31323 0.05205 -0.43
N 1.03338 -0.42728 -2.77927 1.16
O 0.18489 -1.17268 -3.11542 -0.50
O 1.94351 0.04015 -3.44477 -0.45
O 1.15714 0.03208 -1.59464 -0.33
H 0.13091 0.35606 0.58257 0.30

---

8
Properties=species:S:1:pos:R:3:mulliken_charge:R:1 method="wB97M-V/def2-TZVPD" lumo_energy_ev=0.228 smiles=C[Si](Cl)(Br)Br charge=0 orbital_gap_ev=10.23
C -0.60955 -0.91181 0.01317 -0.97
Si 0.58459 0.48579 0.12141 0.69
Cl 0.95004 0.99519 2.05412 -0.19
Br 2.24390 0.40137 -1.21899 -0.16
Br -0.59495 2.45407 -0.96028 -0.36
H -1.51848 -0.58285 0.12318 0.39
H -0.64788 -1.29158 -1.01817 0.31
H -0.40766 -1.55018 0.88555 0.29

---

62
Properties=species:S:1:pos:R:3:mulliken_charge:R:1 method="wB97M-V/def2-TZVPD" lumo_energy_ev="-2.622 / -2.653" multiplicity=2 s_squared=0.764 charge=+1 orbital_gap_ev="7.64 / 6.93"
V 0.37141 0.04700 -0.01732 0.74
C -1.50475 0.07083 2.55603 -0.94
C -2.42086 0.20924 1.34702 -0.98
N -1.69717 0.64998 0.14154 -0.16
C -1.35054 2.06453 -0.09096 -0.66
C 0.40181 2.70119 1.60840 -0.86
S 1.92063 2.04290 2.35018 -0.10
C 1.21835 1.03300 3.68273 -0.86
C 0.78460 -0.37384 3.28923 -0.68
N -0.16361 -0.41186 2.15301 0.27
H -1.95652 -0.60915 3.28180 0.55
H -1.39162 1.02509 3.06462 0.39
H -3.25802 0.86418 1.59077 0.44
H -2.83985 -0.76580 1.09973 0.55
H -2.21662 0.33403 -0.67419 0.61
H -3.29183 2.83052 0.24567 0.53
H -1.40910 2.19665 -1.16924 0.82
H -0.41278 2.43021 2.26856 0.00
H 0.47729 3.78521 1.59014 0.56
H 0.41357 1.60161 4.14867 0.43
H 2.00818 0.95201 4.42928 0.50
H 0.33797 -0.85579 4.16545 0.46
H 1.66710 -0.94543 3.01662 0.27
H -0.26968 -1.39449 1.89687 0.33
F 2.25328 -2.13897 -2.38353 -0.18
C 1.70569 -3.25925 -1.92398 0.65
F 1.64521 -4.15848 -2.88914 -0.21
F 2.43311 -3.72630 -0.91268 -0.22
S -0.00810 -2.94674 -1.31041 1.09
O 0.14247 -2.06272 -0.13501 -0.89
O -0.53508 -4.23556 -1.04698 -0.65
N -0.72411 -2.22372 -2.50082 -0.60
S -0.77434 -0.68391 -2.76719 1.17
O -2.08682 -0.12351 -2.60223 -0.79
O 0.32258 0.08600 -2.14535 -0.51
C -0.43183 -0.61221 -4.57382 0.50
F -0.38102 0.66464 -4.92138 -0.19
F 0.72824 -1.19540 -4.83129 -0.18
F -1.40517 -1.22296 -5.21413 -0.19
N 5.09049 -2.10621 1.42753 -0.43
C 4.43132 -1.23809 0.61800 -0.20
C 3.03366 -1.11628 0.66427 -0.49
N 2.37432 -0.25666 -0.10524 1.42
C 3.11731 0.45836 -0.98077 -0.41
C 4.48763 0.33251 -1.00523 -0.91
N 5.15999 -0.49105 -0.20616 -0.62
H 4.60185 -2.82027 1.93436 0.20
H 6.07668 -2.22291 1.27116 0.27
H 2.45009 -1.76746 1.30117 0.56
H 2.59912 1.08217 -1.69161 0.52
H 5.07330 0.91331 -1.70874 0.40
C -0.96557 4.94579 -0.66250 -0.56
C -1.99779 4.48887 0.04936 -0.83
C -2.26828 3.09367 0.52961 -0.69
N 0.11503 2.20593 0.22879 1.40
C 0.76751 3.10312 -0.71200 -0.72
C 0.26315 4.26848 -1.10199 -0.84
H -1.00985 5.99017 -0.95002 0.42
H -2.77788 5.20072 0.29785 0.45
H -2.24877 3.07171 1.62443 0.24
H 1.74776 2.79661 -1.03914 0.34
H 0.87445 4.83400 -1.79573 0.47

---

Record order is preserved below.
Energy: -1961.72033 -345.51690 -13131.12203 -439.25913 -426.55888 -428.40852 -5937.74089 -4084.00248 Ha
Record order is preserved below.
Energy above the lowest of the compared OMol25 structures with the same formula, charge and spin: 281.7 155.7 253.6 337.0 36.5 409.5 66.9 146.6 kJ/mol